127
Properties=species:S:1:pos:R:3:mulliken_charge:R:1 method="wB97M-V/def2-TZVPD" relative_energy_ev=0.000 molar_mass_g_mol=937.3 fmax_ha_per_bohr=0.021 total_charge=-2 lumo_ev=3.990 orbital_gap_ha=0.18640
K -0.007 0.070 0.279 2.237
C 4.731 -2.320 -3.301 -0.957
C 4.434 -0.948 -3.912 -1.109
C 3.065 -0.457 -3.554 0.472
C 1.914 -0.619 -4.262 0.808
C 1.745 -1.229 -5.620 -1.172
C 1.713 -0.181 -6.735 -1.319
C 0.852 -0.032 -3.443 -0.112
C -0.503 0.030 -3.823 -0.047
C -1.555 0.588 -3.104 -0.298
C -2.948 0.659 -3.578 0.562
C -3.430 0.221 -4.926 -1.090
C -3.099 1.232 -6.026 -1.200
C -3.657 1.239 -2.573 0.650
C -2.688 1.526 -1.504 0.028
C -3.015 2.062 -0.255 -0.565
C -2.112 2.407 0.770 0.537
N -0.778 2.411 0.659 -0.933
C -0.269 2.727 1.875 0.796
C 1.081 2.723 2.207 -0.173
C 2.179 2.278 1.442 -0.588
N 2.073 1.709 0.230 -0.732
C 3.312 1.338 -0.153 0.437
C 3.585 0.640 -1.336 -0.741
C 2.688 0.236 -2.325 0.016
N 1.349 0.450 -2.295 -0.314
C 4.284 1.697 0.874 0.849
C 3.572 2.290 1.877 0.730
C 4.067 2.756 3.212 -1.325
C 3.858 1.699 4.302 -0.927
C 5.757 1.438 0.816 -1.274
C 6.500 2.444 -0.066 -1.259
C -1.360 2.963 2.828 0.281
C -2.512 2.764 2.141 0.252
C -3.920 2.844 2.641 -0.863
C -4.583 4.192 2.341 -1.286
C -1.186 3.292 4.277 -0.906
C -0.816 4.757 4.519 -1.273
N -1.459 1.109 -1.862 -0.296
C -5.113 1.580 -2.529 -1.069
C -5.380 3.061 -2.807 -1.223
H 5.760 -2.634 -3.505 0.390
H 4.058 -3.076 -3.717 0.234
H 4.568 -2.311 -2.222 0.147
H 4.534 -0.996 -5.002 0.454
H 5.186 -0.229 -3.574 0.369
H 0.821 -1.816 -5.652 0.329
H 2.557 -1.939 -5.811 0.524
H 0.911 0.538 -6.556 0.204
H 1.557 -0.635 -7.718 0.426
H 2.651 0.379 -6.758 0.302
H -0.750 -0.396 -4.792 0.227
H -4.512 0.058 -4.894 0.556
H -2.986 -0.747 -5.179 0.288
H -3.577 2.192 -5.821 0.239
H -3.435 0.883 -7.007 0.423
H -2.023 1.408 -6.072 0.183
H -4.048 2.310 -0.032 0.260
H 1.313 3.039 3.220 0.244
H 4.624 0.365 -1.496 0.154
H 3.549 3.677 3.496 0.435
H 5.128 3.016 3.148 0.455
H 2.798 1.455 4.399 0.106
H 4.225 2.044 5.273 0.439
H 4.372 0.772 4.041 0.209
H 5.934 0.424 0.444 0.339
H 6.173 1.461 1.828 0.459
H 6.088 2.442 -1.077 0.249
H 7.569 2.217 -0.128 0.398
H 6.386 3.456 0.329 0.300
H -3.943 2.662 3.719 0.521
H -4.514 2.045 2.187 0.213
H -4.034 5.003 2.825 0.273
H -5.619 4.220 2.691 0.409
H -4.577 4.393 1.268 0.239
H -0.414 2.642 4.700 0.160
H -2.107 3.059 4.820 0.453
H 0.104 5.015 3.990 0.258
H -0.672 4.966 5.583 0.416
H -1.601 5.418 4.143 0.269
H -5.515 1.322 -1.544 0.245
H -5.661 0.968 -3.251 0.479
H -4.831 3.685 -2.099 0.265
H -6.444 3.302 -2.726 0.406
H -5.041 3.331 -3.809 0.241
O 1.034 -2.120 3.969 -0.998
S -0.087 -1.589 3.193 0.840
O -0.055 -0.163 2.943 -0.079
N -0.306 -2.265 1.820 0.933
C -0.274 -3.610 1.576 -0.306
C -0.437 -4.628 2.501 -0.699
C -0.393 -5.982 2.113 -1.021
C -0.174 -6.352 0.817 -0.969
C 0.015 -5.346 -0.164 0.992
C 0.290 -5.647 -1.519 -0.945
C 0.487 -4.636 -2.412 -1.207
C 0.393 -3.304 -1.952 -0.437
N 0.136 -2.988 -0.708 1.504
C -0.044 -3.985 0.199 -0.078
C -1.501 -1.857 4.270 -0.727
C -2.778 -1.632 3.781 -0.317
C -3.881 -1.811 4.601 -0.516
C -3.705 -2.219 5.918 -0.356
C -2.424 -2.443 6.405 -0.618
C -1.320 -2.263 5.584 -0.095
H -0.585 -4.392 3.545 0.465
H -0.530 -6.741 2.876 0.365
H -0.127 -7.395 0.524 0.355
H 0.349 -6.686 -1.824 0.353
H 0.708 -4.823 -3.454 0.495
H 0.531 -2.476 -2.643 0.353
H -2.896 -1.310 2.755 -0.019
H -4.875 -1.631 4.210 0.436
H -4.564 -2.362 6.563 0.364
H -2.283 -2.760 7.432 0.369
H -0.314 -2.440 5.942 0.446
O 3.202 -1.248 2.242 -0.766
H 2.913 -0.365 1.998 0.302
H 2.551 -1.558 2.896 0.249
O -2.711 -2.408 -2.041 -0.785
H -2.120 -2.449 -1.277 0.075
H -2.582 -1.507 -2.372 0.431
O 3.405 -2.779 -0.217 -0.641
H 3.394 -2.309 0.640 0.406
H 2.516 -2.635 -0.564 0.161
O -4.505 -1.017 0.423 -0.286
C -3.384 -0.904 0.446 0.182


118
Properties=species:S:1:pos:R:3:mulliken_charge:R:1 method="wB97M-V/def2-TZVPD" relative_energy_ev=0.704 molar_mass_g_mol=1154.9 fmax_ha_per_bohr=0.018 total_charge=0 lumo_ev=0.297 orbital_gap_ha=0.28700
In 0.230 0.024 0.345 1.673
N -1.573 -1.468 0.422 -0.427
C -1.699 -1.830 1.846 -0.167
C -1.534 -0.592 2.726 0.338
O -2.345 -0.402 3.637 -0.762
N -0.458 0.175 2.407 0.166
C -0.297 1.351 3.260 -1.666
C -0.156 2.667 2.518 0.574
O -0.939 3.580 2.750 -0.622
O 0.854 2.734 1.667 -0.332
H -2.391 -0.977 0.081 0.274
H -1.426 -2.285 -0.161 0.018
H -0.880 -2.512 2.086 -0.048
H -2.638 -2.307 2.100 0.448
H 0.589 1.253 3.899 0.172
H -1.167 1.450 3.894 0.648
N 2.114 0.681 -0.295 -0.862
S 2.877 1.892 0.015 0.674
N 2.350 3.364 -0.386 0.129
S 1.176 4.245 0.220 2.139
N -0.306 4.085 -0.251 -0.279
S -1.373 2.890 -0.470 2.516
N -1.114 1.450 -0.462 -1.064
C -1.838 3.397 -2.133 0.189
C -2.462 4.605 -2.416 -0.288
C -2.615 4.987 -3.739 -0.805
C -2.143 4.170 -4.761 -0.569
C -1.538 2.956 -4.461 -0.752
C -1.382 2.562 -3.138 -0.683
C -2.737 3.379 0.561 0.249
C -2.976 4.710 0.885 -0.318
C -4.016 5.003 1.749 -0.913
C -4.776 3.975 2.301 -0.565
C -4.504 2.650 1.988 -0.774
C -3.479 2.348 1.104 -0.132
C 1.943 5.262 1.568 0.472
C 3.159 5.807 1.145 0.126
C 3.902 6.590 2.010 -0.862
C 3.439 6.836 3.296 -0.677
C 2.225 6.308 3.699 -0.972
C 1.462 5.525 2.836 -0.375
C 1.350 5.586 -1.015 0.246
C 1.675 5.260 -2.324 -0.751
C 1.600 6.235 -3.308 -0.897
C 1.193 7.525 -2.989 -0.705
C 0.863 7.840 -1.677 -0.840
C 0.939 6.871 -0.686 -0.669
C 3.617 1.921 1.652 0.711
C 4.572 2.872 1.977 -0.217
C 5.135 2.852 3.245 -0.811
C 4.754 1.873 4.156 -0.785
C 3.823 0.903 3.799 -0.813
C 3.250 0.922 2.537 -0.404
C 4.363 1.902 -0.969 0.486
C 5.061 0.702 -0.999 -0.597
C 6.213 0.615 -1.760 -0.815
C 6.658 1.718 -2.483 -0.555
C 5.950 2.912 -2.447 -0.976
C 4.792 3.012 -1.684 -0.090
H -2.829 5.240 -1.619 0.398
H -3.101 5.927 -3.972 0.431
H -2.245 4.484 -5.793 0.395
H -1.188 2.311 -5.257 0.443
H -0.914 1.621 -2.873 0.545
H -2.322 5.489 0.512 0.388
H -4.218 6.034 2.017 0.399
H -5.571 4.212 2.998 0.390
H -5.068 1.848 2.448 0.439
H -3.226 1.324 0.860 0.284
H 3.524 5.610 0.145 0.305
H 4.846 7.006 1.677 0.460
H 4.023 7.446 3.977 0.410
H 1.849 6.507 4.695 0.473
H 0.499 5.156 3.146 0.646
H 1.968 4.244 -2.567 0.596
H 1.849 5.980 -4.332 0.496
H 1.129 8.283 -3.761 0.414
H 0.541 8.842 -1.419 0.455
H 0.670 7.113 0.338 0.529
H 4.877 3.614 1.248 0.464
H 5.874 3.598 3.518 0.449
H 5.194 1.858 5.147 0.400
H 3.544 0.129 4.504 0.542
H 2.523 0.178 2.236 0.572
H 4.686 -0.148 -0.437 0.448
H 6.764 -0.317 -1.799 0.440
H 7.560 1.645 -3.080 0.385
H 6.295 3.766 -3.019 0.453
H 4.214 3.928 -1.648 0.212
Cl -1.119 -4.882 0.068 -0.171
C -0.192 -5.455 1.420 0.951
C -0.891 -6.025 2.472 -0.680
C -0.229 -6.366 3.639 -0.441
C 1.127 -6.115 3.760 -0.527
C 1.818 -5.571 2.692 0.630
Cl 3.518 -5.271 2.866 -0.224
C 1.198 -5.256 1.473 -1.063
N 1.973 -4.719 0.434 0.068
C 1.926 -5.119 -0.907 0.348
C 1.703 -6.458 -1.238 -0.282
C 1.684 -6.871 -2.559 -0.677
C 1.909 -5.955 -3.578 -0.738
C 2.162 -4.632 -3.247 -0.931
C 2.180 -4.189 -1.927 0.783
C 2.506 -2.734 -1.636 -1.476
C 1.400 -1.975 -0.911 1.643
O 0.549 -1.324 -1.573 -0.854
O 1.388 -1.984 0.373 -0.786
H -1.961 -6.165 2.379 0.427
H -0.776 -6.805 4.464 0.393
H 1.658 -6.349 4.674 0.432
H 2.252 -3.764 0.607 0.091
H 1.545 -7.176 -0.439 0.449
H 1.501 -7.914 -2.791 0.384
H 1.897 -6.268 -4.615 0.388
H 2.348 -3.909 -4.035 0.375
H 2.686 -2.218 -2.574 0.513
H 3.407 -2.661 -1.019 0.306


11
Properties=species:S:1:pos:R:3:nbo_charge:R:1 method="wB97M-V/def2-TZVPD" relative_energy_ev=3.729 molar_mass_g_mol=70.1 fmax_ha_per_bohr=0.089 total_charge=0 lumo_ev=1.112 orbital_gap_ha=0.41420
C 0.998 -0.577 -0.147 0.249
C -1.008 0.734 -0.428 -0.259
C -1.106 -0.282 0.712 -0.261
H 0.869 1.265 0.452 0.304
H 1.634 -1.494 -0.509 0.200
H -1.711 0.684 -1.114 0.204
H -0.324 1.582 -0.341 0.189
H -0.314 0.224 1.323 0.204
H -2.106 -0.607 0.981 0.228
N 1.655 0.514 0.223 -0.620
N -0.420 -0.642 -0.454 -0.439


7
Properties=species:S:1:pos:R:3:nbo_charge:R:1 method="wB97M-V/def2-TZVPD" relative_energy_ev=2.279 molar_mass_g_mol=208.8 fmax_ha_per_bohr=0.057 total_charge=0 lumo_ev="-2.386 / -3.151" orbital_gap_ha="0.31653 / 0.24191"
C -0.628 -0.192 -1.125 -0.018
N -0.049 -0.289 0.220 0.458
O -0.043 -1.330 0.777 -0.324
O 0.409 0.778 0.665 -0.393
Cl -1.419 -1.378 -2.021 0.160
Cl -0.774 1.399 -1.754 0.126
Br 2.505 1.012 3.238 -0.008


67
Properties=species:S:1:pos:R:3:nbo_charge:R:1 method="wB97M-V/def2-TZVPD" molar_mass_g_mol=484.6 fmax_ha_per_bohr=0.192 total_charge=+1 lumo_ev=-8.045 orbital_gap_ha=0.07683
N -3.151 1.614 1.828 -0.821
C -1.704 1.542 1.372 -0.233
C -1.548 0.342 0.288 -0.435
C -0.382 0.584 -0.789 -0.421
C -0.886 0.936 -2.273 -0.401
C -2.142 1.981 -2.264 -0.457
C -1.769 3.376 -1.582 0.042
C -0.252 3.804 -1.555 -0.215
C 0.184 5.116 -0.872 -0.101
C -0.922 5.997 -0.223 -0.149
C -2.415 5.624 -0.274 -0.120
C -2.871 4.281 -0.968 -0.436
P -4.723 3.951 -0.957 1.690
O -5.373 3.931 0.651 -0.933
O -5.218 2.598 -1.865 -0.908
S -5.554 5.512 -1.815 -0.524
C -0.142 7.231 0.417 0.679
O -0.530 8.337 0.826 -0.466
N 1.294 6.800 0.404 -0.715
C 1.607 5.805 -0.671 0.683
O 2.692 5.631 -1.256 -0.479
H -3.609 0.692 1.681 0.353
H -3.605 2.236 1.142 0.333
H -1.327 2.549 0.991 0.213
H -1.105 1.310 2.330 0.193
H -1.229 -0.583 0.910 0.198
H -2.565 0.057 -0.168 0.203
H 0.355 1.392 -0.426 0.217
H 0.235 -0.394 -0.844 0.194
H -1.281 -0.012 -2.780 0.216
H -0.015 1.325 -2.927 0.218
H -3.000 1.420 -1.773 0.214
H -2.347 2.205 -3.375 0.258
H 0.579 3.169 -2.030 0.247
H -3.188 6.313 0.221 0.274
H -4.627 4.080 1.284 0.503
H -5.046 1.821 -1.265 0.483
H 1.460 6.313 1.301 0.405
C 1.568 -5.963 1.424 -0.637
C 1.290 -4.978 0.258 0.094
C 2.350 -5.179 -0.852 -0.393
C 3.723 -4.632 -0.475 -0.418
C 3.632 -3.175 -0.032 -0.393
C 2.572 -2.926 1.070 0.095
N 1.258 -3.569 0.762 0.288
O 0.663 -2.832 -0.149 -0.088
C 3.094 -3.441 2.435 -0.638
C 2.451 -1.392 1.287 -0.619
C -0.093 -5.438 -0.280 -0.617
H 1.154 -6.953 1.218 0.251
H 2.630 -6.131 1.603 0.222
H 1.110 -5.621 2.356 0.233
H 2.020 -4.689 -1.777 0.231
H 2.443 -6.243 -1.091 0.262
H 4.178 -5.238 0.313 0.217
H 4.394 -4.706 -1.337 0.262
H 4.615 -2.845 0.316 0.262
H 3.401 -2.564 -0.913 0.230
H 2.319 -3.370 3.203 0.233
H 3.942 -2.841 2.776 0.250
H 3.455 -4.466 2.407 0.224
H 2.208 -0.855 0.366 0.236
H 3.396 -0.975 1.643 0.250
H 1.686 -1.159 2.033 0.237
H -0.866 -5.332 0.487 0.238
H -0.063 -6.489 -0.577 0.249
H -0.412 -4.882 -1.166 0.236


14
Properties=species:S:1:pos:R:3:nbo_charge:R:1 method="wB97M-V/def2-TZVPD" relative_energy_ev=2.650 molar_mass_g_mol=101.1 fmax_ha_per_bohr=0.010 total_charge=0 lumo_ev=0.107 orbital_gap_ha=0.33850 smiles="C=NC=O.C=CO"
O -0.929 1.442 1.215 -0.685
C 0.206 0.832 1.644 0.136
C 0.462 -0.475 1.660 -0.530
O -0.275 -2.017 -1.028 -0.541
C -0.789 -1.163 -1.712 0.518
N -0.600 0.221 -1.539 -0.518
C 0.587 0.617 -1.315 0.040
H -1.456 0.810 0.703 0.485
H 0.933 1.571 1.972 0.177
H 1.428 -0.835 1.994 0.215
H -0.256 -1.218 1.326 0.214
H -1.521 -1.398 -2.499 0.124
H 1.450 -0.056 -1.330 0.176
H 0.759 1.670 -1.092 0.189